No. 1
{
  "formula": "C39H26CrO5",
  "method": "wB97M-V/def2-TZVPD",
  "relative_energy_kj_mol": 56.0,
  "homo_energy_ev": [-9.430, -11.151],
  "multiplicity": 4,
  "orbital_gap_ev": [6.022, 5.208],
  "charge": 1,
  "species": ["C", "C", "C", "C", "C", "C", "C", "C", "C", "C", "C", "C", "C", "O", "O", "C", "C", "H", "H", "H", "H", "H", "H", "H", "H", "H", "H", "H", "O", "C", "Cr", "C", "O", "C", "O", "C", "C", "C", "C", "C", "C", "C", "C", "C", "C", "C", "C", "C", "C", "C", "C", "C", "C", "C", "C", "C", "H", "H", "H", "H", "H", "H", "H", "H", "H", "H", "H", "H", "H", "H", "H"],
  "positions_angstrom": [[-5.6180, -2.0426, 2.8833], [-4.3472, -2.5647, 2.6327], [-3.3042, -1.7260, 2.2117], [-3.5260, -0.3569, 1.9967], [-2.4741, 0.6102, 1.4939], [-1.1307, 0.0944, 1.3079], [-0.2028, 0.3638, 2.3513], [0.9010, -0.6467, 2.5450], [0.8053, -1.9708, 2.1037], [1.8652, -2.8596, 2.3021], [3.0594, -2.4077, 2.8712], [3.1542, -1.0866, 3.3309], [2.0548, -0.2380, 3.2355], [-0.2221, 1.4119, 3.0218], [-2.8221, 1.7835, 1.2819], [-4.8093, 0.1589, 2.2638], [-5.8463, -0.6702, 2.6941], [-6.4210, -2.6913, 3.2385], [-4.1447, -3.6257, 2.7869], [-2.3026, -2.1247, 2.0517], [-1.0693, -0.8406, 0.7545], [-0.1128, -2.3150, 1.6255], [1.7444, -3.8949, 1.9906], [3.9098, -3.0810, 2.9803], [4.0904, -0.6996, 3.7415], [2.0844, 0.7765, 3.6498], [-4.9844, 1.2280, 2.1251], [-6.8261, -0.2394, 2.9043], [2.1291, -1.6090, -6.3856], [1.5508, -1.8588, -5.4057], [0.8612, -2.0952, -3.6395], [1.7483, -0.4727, -3.2911], [2.3954, 0.4700, -3.0618], [2.5768, -2.8076, -3.2233], [3.7023, -3.0643, -3.0678], [-0.6115, -3.6388, -4.0677], [-1.1445, -2.3954, -4.4400], [-1.1097, -1.3225, -3.5514], [-0.6280, -1.4873, -2.2330], [-0.3606, -0.3259, -1.4082], [0.0028, 0.6581, -0.7678], [0.4603, 1.7988, -0.1123], [1.7715, 1.8044, 0.5281], [2.6180, 0.6956, 0.3280], [3.9603, 0.7519, 0.6848], [4.4843, 1.9150, 1.2527], [3.6256, 2.9566, 1.6183], [2.2722, 2.8905, 1.2900], [-0.1241, 3.0686, -0.5325], [-1.5020, 3.1683, -0.8091], [-2.0750, 4.3455, -1.2831], [-1.2452, 5.4262, -1.6212], [0.1415, 5.3289, -1.4489], [0.6849, 4.1875, -0.8548], [-0.1407, -2.7555, -1.8588], [-0.1197, -3.8170, -2.7692], [-0.5808, -4.4649, -4.7866], [-1.5455, -2.2442, -5.4418], [-1.4197, -0.3212, -3.8510], [2.2133, -0.2001, -0.1434], [4.5890, -0.1286, 0.5332], [5.5496, 1.9764, 1.4901], [4.0104, 3.8295, 2.1568], [1.5905, 3.6972, 1.5868], [-2.1291, 2.3090, -0.5986], [-3.1612, 4.4023, -1.3975], [-1.6854, 6.3478, -1.9997], [0.8037, 6.1393, -1.7610], [1.7647, 4.1381, -0.7126], [0.2698, -2.8648, -0.8537], [0.3015, -4.7767, -2.4657]],
  "forces_ev_per_a": [[0.25, 0.32, -0.15], [0.26, 0.19, 0.02], [-0.21, 0.22, -0.09], [-0.47, -0.26, 0.16], [-2.46, 2.15, -0.20], [-1.14, -1.49, 0.75], [1.53, 0.88, 1.06], [0.22, -0.05, 0.67], [0.21, 0.15, 0.06], [-0.01, 0.26, -0.14], [-0.14, 0.21, 0.05], [-0.21, -0.09, -0.03], [-0.10, 0.04, -0.17], [-0.28, -1.27, -0.81], [0.97, -2.07, 0.56], [-0.08, -0.04, -0.07], [0.38, -0.13, 0.05], [0.26, 0.19, -0.15], [-0.10, 0.30, -0.02], [-0.30, -0.11, 0.08], [0.00, 0.36, 0.52], [0.27, -0.06, 0.17], [0.16, 0.14, 0.08], [-0.24, 0.14, -0.05], [-0.35, -0.27, 0.01], [0.03, -0.39, -0.31], [0.10, -0.38, 0.02], [0.28, -0.15, -0.08], [-2.20, -0.97, 3.22], [2.21, 0.77, -3.81], [1.18, -0.22, -1.15], [2.41, 4.06, 1.35], [-2.36, -3.20, -0.89], [4.39, -1.21, 0.55], [-3.90, 0.66, -0.36], [-0.08, -1.23, -0.49], [-0.46, 0.37, -0.35], [-1.14, 1.04, -0.28], [0.62, 1.30, 1.13], [-0.22, -0.11, -0.14], [-0.18, -0.44, -0.55], [1.02, 1.02, -0.85], [0.43, -0.52, 0.24], [0.34, 0.34, -0.08], [-0.09, -0.03, -0.08], [0.02, -0.19, 0.37], [-0.25, -0.02, -0.08], [-0.18, 0.03, -0.20], [-0.51, 0.84, -0.64], [0.01, 0.02, -0.09], [0.50, 0.00, -0.07], [-0.11, -0.15, 0.18], [-0.25, -0.37, 0.36], [0.01, 0.04, -0.27], [0.07, 0.15, 1.46], [-0.15, -0.73, -0.02], [-0.01, 0.41, 0.36], [0.29, -0.03, 0.20], [-0.02, -0.37, -0.02], [0.17, 0.18, 0.08], [-0.11, 0.36, -0.05], [-0.37, -0.02, -0.08], [-0.17, -0.39, -0.23], [0.34, -0.39, -0.14], [0.10, 0.32, -0.11], [0.44, 0.05, -0.03], [0.13, -0.23, -0.01], [-0.26, -0.22, 0.18], [-0.34, -0.01, -0.11], [-0.05, -0.04, -0.33], [-0.07, 0.31, -0.18]]
}

No. 2
{
  "formula": "C25H33NO5",
  "method": "wB97M-V/def2-TZVPD",
  "relative_energy_kj_mol": 66.8,
  "homo_energy_ev": -7.844,
  "orbital_gap_ev": 8.533,
  "charge": 0,
  "smiles": "CCOC(=O)C1(CCOc2ccccc2)CCN(Cc2cc(OC)ccc2OC)CC1",
  "species": ["C", "C", "H", "H", "O", "C", "O", "C", "C", "C", "N", "C", "C", "H", "H", "H", "H", "C", "C", "C", "C", "C", "C", "C", "O", "C", "H", "H", "H", "H", "H", "O", "C", "H", "H", "H", "H", "H", "H", "H", "H", "H", "H", "C", "C", "O", "C", "C", "C", "C", "C", "C", "H", "H", "H", "H", "H", "H", "H", "H", "H", "H", "H", "H"],
  "positions_angstrom": [[3.3948, -2.1314, 3.2130], [1.9728, -2.1703, 3.7535], [1.5959, -3.1983, 3.7520], [1.9221, -1.7545, 4.7619], [1.0969, -1.3557, 2.9716], [0.5879, -1.9015, 1.8632], [0.8063, -3.0341, 1.5196], [-0.3539, -0.9542, 1.1265], [-0.2347, -1.2148, -0.3815], [1.1218, -0.7618, -0.9090], [1.3196, 0.6524, -0.6512], [1.3250, 0.8989, 0.7764], [-0.0243, 0.5195, 1.3822], [-0.0036, 0.7352, 2.4501], [-0.7971, 1.1303, 0.9112], [1.5046, 1.9651, 0.9420], [2.1293, 0.3362, 1.2837], [2.5273, 1.1417, -1.2962], [2.3762, 1.1606, -2.7941], [1.1653, 1.5480, -3.3468], [0.9858, 1.5813, -4.7231], [2.0493, 1.2237, -5.5461], [3.2610, 0.8412, -5.0053], [3.4413, 0.8045, -3.6267], [4.6103, 0.4392, -3.0089], [5.6898, 0.0335, -3.8119], [6.4891, -0.2268, -3.1192], [6.0313, 0.8414, -4.4676], [5.4369, -0.8436, -4.4168], [4.0618, 0.5710, -5.6747], [1.9103, 1.2503, -6.6149], [-0.1713, 1.9447, -5.3532], [-1.2723, 2.3065, -4.5576], [-2.0728, 2.5499, -5.2547], [-1.0516, 3.1832, -3.9397], [-1.5918, 1.4808, -3.9133], [0.3746, 1.8052, -2.6617], [2.7012, 2.1663, -0.9493], [3.4112, 0.5417, -1.0269], [1.1675, -0.9217, -1.9885], [1.9185, -1.3688, -0.4408], [-0.3579, -2.2802, -0.5778], [-1.0222, -0.6658, -0.8993], [-1.7827, -1.3105, 1.5856], [-1.9665, -1.3484, 3.1072], [-3.3227, -1.4905, 3.4684], [-4.1602, -0.4173, 3.3901], [-3.7868, 0.8815, 3.0618], [-4.7396, 1.8874, 3.0386], [-6.0622, 1.6202, 3.3356], [-6.4362, 0.3261, 3.6642], [-5.4974, -0.6833, 3.6915], [-5.7698, -1.6952, 3.9468], [-7.4662, 0.1034, 3.9002], [-6.7964, 2.4109, 3.3124], [-4.4352, 2.8919, 2.7824], [-2.7634, 1.1278, 2.8268], [-1.5284, -0.4650, 3.5851], [-1.4816, -2.2361, 3.5226], [-2.0465, -2.2929, 1.1882], [-2.4790, -0.5836, 1.1612], [4.0471, -2.7117, 3.8591], [3.7556, -1.1060, 3.1733], [3.4224, -2.5571, 2.2127]],
  "forces_ev_per_a": [[-0.41, 0.08, -0.02], [0.34, -0.43, 0.18], [0.03, 0.18, 0.09], [-0.04, -0.07, -0.12], [-0.03, 0.31, 0.12], [-0.10, 0.00, -0.25], [0.05, -0.14, 0.01], [-0.26, 0.01, -0.15], [0.33, -0.13, 0.10], [-0.30, -0.11, -0.15], [0.07, 0.07, 0.03], [-0.20, 0.20, 0.09], [0.28, -0.07, 0.10], [-0.08, 0.05, 0.00], [-0.06, 0.01, 0.01], [0.06, -0.07, 0.02], [0.03, 0.06, -0.02], [0.07, -0.02, 0.09], [0.40, -0.09, -0.12], [-0.13, 0.07, -0.23], [0.18, -0.04, -0.06], [-0.27, 0.08, 0.08], [0.18, -0.06, 0.05], [-0.22, 0.08, 0.14], [-0.29, 0.12, 0.10], [0.15, -0.05, -0.09], [-0.02, 0.00, -0.10], [-0.02, -0.04, 0.01], [0.01, 0.04, 0.00], [0.09, -0.03, -0.04], [-0.02, 0.00, -0.14], [0.26, -0.09, -0.13], [-0.14, 0.05, 0.09], [0.02, -0.01, 0.10], [-0.01, -0.04, 0.00], [0.01, 0.03, 0.00], [-0.14, 0.02, 0.06], [0.06, -0.07, 0.05], [-0.09, 0.09, 0.05], [0.04, -0.08, 0.07], [0.04, 0.03, -0.06], [-0.07, 0.01, 0.00], [-0.07, 0.03, 0.00], [0.00, -0.04, 0.29], [0.30, 0.11, -0.24], [-0.37, 0.00, 0.05], [-0.19, -0.01, 0.05], [0.30, -0.20, 0.01], [-0.14, 0.06, 0.01], [-0.04, 0.18, -0.03], [0.03, -0.04, 0.00], [0.18, -0.09, -0.03], [-0.03, -0.12, 0.03], [-0.08, -0.03, 0.02], [-0.06, 0.07, 0.00], [0.03, 0.07, -0.02], [0.12, -0.03, -0.03], [-0.03, -0.08, 0.02], [0.01, 0.15, -0.01], [-0.03, 0.01, -0.03], [0.05, 0.00, -0.06], [0.10, -0.06, 0.07], [0.07, 0.07, 0.01], [0.05, -0.03, -0.06]]
}

No. 3
{
  "formula": "C23H23N3OTeZn",
  "method": "wB97M-V/def2-TZVPD",
  "homo_energy_ev": -7.251,
  "orbital_gap_ev": 6.554,
  "charge": 0,
  "species": ["Zn", "C", "C", "N", "N", "C", "O", "C", "C", "C", "C", "C", "C", "C", "C", "C", "C", "C", "N", "H", "H", "H", "H", "H", "H", "H", "H", "H", "H", "H", "H", "C", "C", "C", "C", "C", "C", "Te", "C", "C", "C", "H", "H", "H", "H", "H", "H", "H", "H", "H", "H", "H"],
  "positions_angstrom": [[-0.3239, 0.7485, 0.3210], [-1.4811, 4.9127, -0.6115], [-1.4232, 3.4433, -0.3560], [-0.3460, 2.7737, -0.2344], [0.8688, 3.3916, -0.3659], [1.7906, 2.6027, 0.1837], [1.5568, 1.5128, 0.7903], [3.2078, 3.0625, 0.0681], [4.2297, 2.1699, 0.3702], [5.5555, 2.5695, 0.2682], [5.8613, 3.8669, -0.1223], [4.8408, 4.7635, -0.4175], [3.5168, 4.3617, -0.3257], [-2.6728, 2.6550, -0.1620], [-3.9217, 3.2191, -0.3448], [-5.0477, 2.4467, -0.1009], [-4.8919, 1.1402, 0.3164], [-3.6027, 0.6490, 0.4628], [-2.5202, 1.3856, 0.2311], [-0.4746, 5.3108, -0.6769], [-2.0197, 5.4194, 0.1929], [-2.0065, 5.1235, -1.5467], [3.9677, 1.1691, 0.6860], [6.3500, 1.8703, 0.4983], [6.8949, 4.1825, -0.1930], [5.0781, 5.7769, -0.7173], [2.7121, 5.0458, -0.5576], [-4.0115, 4.2443, -0.6753], [-6.0352, 2.8696, -0.2338], [-5.7403, 0.5059, 0.5317], [-3.4289, -0.3635, 0.7904], [-0.4125, -7.1426, -0.9904], [-0.3637, -5.7358, -0.4498], [0.8398, -5.0640, -0.3059], [0.9158, -3.7781, 0.2270], [2.2716, -3.1212, 0.3111], [-0.2681, -3.1401, 0.6411], [-0.0407, -1.3347, 1.7484], [-1.4992, -3.7890, 0.4620], [-2.8145, -3.1612, 0.8230], [-1.5223, -5.0716, -0.0782], [0.5839, -7.4976, -1.2534], [-1.0387, -7.2050, -1.8828], [-0.8299, -7.8313, -0.2532], [1.7582, -5.5512, -0.6190], [3.0140, -3.7227, -0.2149], [2.6001, -2.9960, 1.3437], [2.2540, -2.1227, -0.1257], [-2.6819, -2.0966, 0.9610], [-3.2132, -3.5665, 1.7564], [-3.5531, -3.3374, 0.0381], [-2.4827, -5.5642, -0.2080]],
  "forces_ev_per_a": [[0.09, 0.23, 0.56], [-0.06, 0.03, -0.04], [-0.35, -0.08, 0.01], [0.44, 0.14, -0.29], [-0.28, -0.43, 0.19], [0.28, 0.13, 0.01], [-0.03, 0.05, -0.32], [-0.14, 0.01, 0.06], [0.09, 0.02, 0.02], [-0.06, 0.02, -0.01], [-0.02, -0.01, 0.01], [-0.03, -0.05, 0.02], [0.05, 0.01, -0.05], [0.32, 0.23, -0.08], [-0.20, 0.05, -0.02], [-0.06, 0.13, -0.04], [0.05, -0.10, 0.03], [0.08, 0.13, 0.00], [-0.13, -0.19, -0.05], [0.03, -0.01, 0.01], [0.01, -0.01, -0.02], [0.01, -0.02, 0.03], [0.01, 0.00, 0.00], [-0.02, 0.02, 0.00], [-0.01, -0.01, 0.00], [0.00, -0.03, 0.01], [0.01, -0.01, 0.01], [-0.02, -0.02, 0.03], [0.01, -0.01, 0.00], [0.02, 0.01, -0.02], [0.06, -0.06, 0.03], [-0.01, 0.05, -0.01], [-0.01, -0.08, -0.01], [0.09, 0.08, 0.01], [-0.09, 0.01, -0.08], [-0.03, -0.09, 0.00], [0.15, -0.15, -0.13], [-0.26, -0.07, 0.03], [0.14, -0.02, -0.01], [-0.04, -0.05, 0.03], [-0.03, -0.01, -0.03], [-0.02, 0.02, 0.00], [0.01, 0.02, 0.01], [0.01, 0.02, 0.00], [-0.02, 0.00, 0.02], [-0.02, 0.00, 0.01], [-0.03, -0.01, 0.02], [0.00, 0.01, -0.02], [-0.04, 0.09, 0.05], [0.04, 0.00, 0.00], [0.01, -0.01, 0.03], [0.03, 0.02, 0.01]]
}

No. 4
{
  "formula": "C5H6AlLiO4",
  "method": "wB97M-V/def2-TZVPD",
  "homo_energy_ev": [-12.877, -12.877],
  "multiplicity": 2,
  "orbital_gap_ev": [6.635, 6.102],
  "charge": 1,
  "species": ["O", "C", "O", "O", "C", "Li", "H", "H", "C", "C", "H", "H", "Al", "O", "C", "H", "H"],
  "positions_angstrom": [[-3.5324, -1.0273, -0.3402], [-2.6495, -0.2475, 0.1055], [-2.8920, 0.6181, 0.9849], [-1.4026, -0.4641, -0.3257], [-0.3275, 0.3920, 0.0981], [-4.7496, 0.0010, 0.7889], [-0.4402, 0.4785, 1.1964], [-0.3794, 1.4728, -0.0925], [1.5033, 0.6649, -1.3699], [1.0234, -0.2773, -0.3735], [0.9171, 1.4498, -1.8599], [2.1111, 0.1673, -2.1448], [2.7827, 1.1500, 0.1970], [2.8385, -0.2142, 1.2412], [1.8271, -0.9914, 0.6560], [2.2114, -1.7331, -0.1753], [1.1587, -1.4394, 1.4137]],
  "forces_ev_per_a": [[0.50, 0.59, -0.03], [-2.14, -0.68, 1.00], [0.43, 0.47, -0.19], [2.02, 0.53, -1.27], [-1.02, -1.14, 2.35], [0.54, -0.16, -0.18], [0.57, -0.69, -0.01], [-0.40, -0.39, -1.30], [0.61, -3.16, -0.64], [-3.44, 6.32, 0.10], [-0.28, -0.38, 0.74], [0.92, 0.54, 0.45], [0.98, 0.81, 0.16], [-0.21, 0.53, -0.62], [0.10, -3.13, -2.39], [0.28, -0.08, 2.38], [0.53, 0.01, -0.54]]
}